1.
The following is a DFT calculation (wB97M-V/def2-TZVPD) of a structure of composition C4H6CuO4 at a distorted geometry.

```
! wB97M-V def2-TZVPD RIJCOSX def2/J DEFGRID3
* xyz 2 2
Cu 3.2081 -1.3018 -1.3624
O 1.1139 1.9838 -0.3630
H -4.4222 -1.5431 2.5359
O 1.4009 -0.1967 -0.8618
C -2.9588 -1.7703 1.3805
C 0.7841 0.7438 -0.3658
C -1.9876 -2.1625 0.6232
C 2.3510 2.3751 -1.0021
H 2.2975 2.1465 -2.0716
H -1.1214 -2.6316 1.1060
H -2.1987 -2.3426 -0.4365
H 2.4283 3.4515 -0.8406
H 3.1878 1.8529 -0.5263
O -3.7046 -1.0778 2.0500
O -0.3783 0.4729 0.1346
*
```

The HOMO energy (spin up / spin down) comes out at -18.778 / -18.768 eV. Its gap between HOMO and LUMO (spin up / spin down) is 0.378 / 0.307 Eh. As for the calculated total energy: -57052.15099 eV.

---

2.
The following is a DFT calculation (wB97M-V/def2-TZVPD) of the molecule C4H6F2 at a distorted geometry.

```
! wB97M-V def2-TZVPD RIJCOSX def2/J DEFGRID3
* xyz 0 1
C -0.5323 -0.4434 0.4275
H -2.7635 -0.0372 1.1156
C 0.2374 -0.1570 -0.8243
F -2.6141 -0.8331 -0.5261
C -2.0408 0.0590 0.2988
H 0.0493 0.1030 1.3213
H 1.7771 0.9859 -1.5245
H 1.6006 1.0736 0.2906
H -0.5219 -1.4590 0.5776
H -0.2706 -0.6080 -1.8022
F -2.1161 1.3069 -0.2058
C 1.2490 0.6722 -0.6492
*
```

Its structure (SMILES) is C=CCC(F)F. The HOMO energy comes out at -10.062 eV. Its gap between HOMO and LUMO is 0.413 Eh. The calculation puts the energy above the lowest of the compared OMol25 structures with the same formula, charge and spin at 23.6 kcal/mol. As for the calculated total energy: -9678.73783 eV.

---

3.
The following is a DFT calculation (wB97M-V/def2-TZVPD) of the molecule C4H6F2 at a distorted geometry.

```
! wB97M-V def2-TZVPD RIJCOSX def2/J DEFGRID3
* xyz 0 1
H 2.2072 -0.0740 0.7342
C 0.0540 0.0645 -0.7167
H -1.3807 1.5071 -1.2529
F -0.9765 1.5777 0.7372
C 0.3246 -0.8067 0.4470
H 0.9402 0.7180 -0.9518
H -2.1645 0.3075 -0.4712
H -0.5095 -1.4551 0.7033
F -0.1906 -0.6181 -1.9411
C -1.2406 0.8406 -0.4366
C 1.4340 -0.7316 1.1335
H 1.5023 -1.3299 2.0150
*
```

Its structure (SMILES) is C=C[C@@H](F)CF. The HOMO energy comes out at -10.586 eV. Its gap between HOMO and LUMO is 0.433 Eh. The calculation puts the energy above the lowest of the compared OMol25 structures with the same formula, charge and spin at 18.9 kcal/mol. As for the calculated total energy: -9678.94138 eV.

---

4.
The following is a DFT calculation (wB97M-V/def2-TZVPD) of the molecule C4H6F3NS at a distorted geometry.

```
! wB97M-V def2-TZVPD RIJCOSX def2/J DEFGRID3
* xyz 0 1
F -0.0240 -0.5799 2.3720
S -0.4447 -2.5369 0.3296
H -2.7158 0.0769 -0.1481
H 1.0366 1.8604 -1.3248
C 0.1854 1.3809 -0.8659
H 0.0824 1.9195 0.1196
C -0.7231 -0.8805 -0.2945
H -0.6060 1.6870 -1.6877
C 0.2917 -0.0619 -0.7795
H 1.2733 -0.5578 -1.0451
F -0.6761 -2.5820 3.0526
F -2.1783 -1.2601 2.4262
C -0.8192 -1.6755 2.2610
N -2.0907 -0.6672 0.0020
H -2.6208 -1.5186 0.1914
*
```

Its structure (SMILES) is C/C=C(\N)SC(F)(F)F. The HOMO energy comes out at -7.933 eV. Its gap between HOMO and LUMO is 0.299 Eh. The calculation puts the energy above the lowest of the compared OMol25 structures with the same formula, charge and spin at 60.0 kcal/mol. As for the calculated total energy: -24720.47249 eV.